Molecular formula: C21H15N2O8S2
Method: DFT, ωB97M-V with the def2-TZVPD basis set

Summary:
* max |F|: 0.038 hartree/bohr
* total energy: -63044.268 eV
* charge: -1
* orbital gap: 5.02 eV

Geometry as XYZ:
```
48
Properties=species:S:1:pos:R:3:nbo_charge:R:1
C 4.49180 -0.83626 1.57440 -0.20
C 3.15796 -1.11354 1.88120 -0.17
C 2.28469 -0.04504 2.08395 -0.32
C 2.72063 1.25817 1.94787 -0.22
C 4.04837 1.54722 1.64845 -0.21
C 4.93938 0.48667 1.47891 -0.20
S 1.50662 2.54783 2.19557 2.18
O 1.72055 3.13663 3.49285 -0.90
O 1.40964 3.34989 0.99604 -0.93
C 0.10550 1.46326 2.26029 -0.72
C -1.03145 1.79535 1.58465 0.00
C -2.36592 1.35976 1.84756 -0.15
C -2.74232 0.74297 3.05806 -0.16
C -4.04904 0.29376 3.23076 -0.14
C -5.01536 0.51640 2.24151 -0.18
C -4.64435 1.13883 1.04182 -0.23
C -3.33546 1.54910 0.84029 -0.15
S 0.55433 -0.23749 2.54016 2.19
O -0.08315 -1.06163 1.53750 -0.90
O 0.47036 -0.53751 3.94530 -0.88
H 5.19058 -1.66148 1.42986 0.22
H 2.78415 -2.13113 1.95952 0.24
H 4.35555 2.58385 1.57870 0.23
H 5.98785 0.70509 1.27642 0.22
H -0.90939 2.53183 0.78017 0.23
H -1.98522 0.60400 3.82597 0.24
H -4.31977 -0.24468 4.13500 0.24
H -6.03542 0.15315 2.38804 0.22
H -5.37315 1.25983 0.23907 0.22
H -3.00140 1.97585 -0.10946 0.21
C -2.76279 -2.48948 1.67957 -0.32
N -2.85200 -2.55884 3.05306 0.45
O -1.83066 -2.48802 3.79723 -0.52
O -4.01552 -2.71414 3.54557 -0.57
C -3.82016 -3.11215 0.94169 0.12
C -5.19947 -2.88919 1.25402 -0.24
C -6.20160 -3.59719 0.60894 -0.17
C -5.87833 -4.47291 -0.45462 -0.06
N -6.93668 -4.97114 -1.27536 0.51
O -6.67480 -5.75342 -2.21679 -0.43
O -8.10427 -4.58346 -1.01854 -0.44
C -4.52541 -4.74704 -0.75328 -0.17
C -3.52548 -4.06358 -0.08272 -0.28
H -1.80522 -2.26207 1.23022 0.22
H -5.47682 -2.12918 1.98463 0.23
H -7.24940 -3.46177 0.87520 0.23
H -4.30354 -5.46525 -1.54030 0.23
H -2.46924 -4.23676 -0.30503 0.21
```